(1)
Below is a molecular structure, C33H34AsN5O2PdS4, with properties calculated with wB97M-V/def2-TZVPD.

## Properties
2S+1 ... 1
E_HOMO ... -7.95 eV
Gap between HOMO and LUMO ... 7.40 eV
Charge ... 0

Atoms and positions in Å:
Pd -0.755 -1.598 1.401
N -0.514 -2.870 3.064
C -0.190 -4.223 2.546
C -0.960 -4.472 1.247
O -1.508 -5.538 1.055
O -0.927 -3.477 0.415
H 0.138 -2.563 3.778
H -1.441 -2.855 3.482
H -0.393 -5.002 3.276
H 0.868 -4.233 2.285
C -1.681 1.119 -3.620
C -2.683 1.251 -2.484
N -3.179 -0.042 -2.018
C -2.555 -0.836 -1.148
S -1.057 -0.311 -0.483
N -3.096 -1.999 -0.811
C -4.381 -2.485 -1.288
C -4.312 -3.112 -2.676
H -1.345 2.110 -3.929
H -2.130 0.626 -4.484
H -0.810 0.544 -3.302
H -3.552 1.832 -2.785
H -2.230 1.766 -1.640
H -4.037 -0.376 -2.425
H -2.486 -2.657 -0.308
H -5.106 -1.667 -1.247
H -4.716 -3.231 -0.569
H -4.030 -2.388 -3.443
H -5.282 -3.531 -2.946
H -3.574 -3.914 -2.684
C 7.290 -2.274 0.299
C 6.502 -3.201 -0.369
C 5.123 -3.179 -0.211
C 4.517 -2.223 0.600
C 5.312 -1.299 1.270
C 6.693 -1.328 1.120
As 2.549 -2.258 0.689
C 2.294 -0.912 -0.702
C 2.301 -1.120 -2.071
C 2.106 -0.044 -2.927
C 1.901 1.231 -2.411
C 1.887 1.442 -1.041
C 2.082 0.372 -0.175
C 2.071 0.441 1.301
C 1.843 1.578 2.068
C 1.886 1.498 3.451
C 2.169 0.292 4.083
C 2.382 -0.852 3.326
C 2.317 -0.785 1.944
H 8.366 -2.292 0.183
H 6.960 -3.946 -1.007
H 4.514 -3.916 -0.724
H 4.860 -0.549 1.905
H 7.303 -0.604 1.646
H 2.448 -2.114 -2.475
H 2.110 -0.199 -3.999
H 1.749 2.065 -3.085
H 1.722 2.440 -0.650
H 1.615 2.524 1.593
H 1.693 2.382 4.046
H 2.215 0.246 5.163
H 2.606 -1.794 3.818
S -5.325 2.805 -0.528
C -4.125 2.301 0.494
S -4.145 0.780 1.337
C -2.545 1.086 1.968
N -2.073 2.225 1.615
N -2.952 2.907 0.813
C -2.465 4.138 0.275
C -1.148 4.178 -0.168
C -0.643 5.358 -0.688
C -1.446 6.488 -0.765
C -2.756 6.436 -0.311
C -3.273 5.261 0.215
S -1.687 -0.076 2.918
H -0.537 3.286 -0.090
H 0.382 5.395 -1.036
H -1.050 7.409 -1.172
H -3.384 7.316 -0.360
H -4.292 5.211 0.568


(2)
Below is 9 unconnected molecules or ions with the total composition C10H38N14O9 at a distorted geometry, with properties calculated with wB97M-V/def2-TZVPD.

## Properties
2S+1 ... 2
E_HOMO (alpha / beta) ... 0.56 / -7.08 eV
Gap between HOMO and LUMO (alpha / beta) ... 1.82 / 9.38 eV
Charge ... -1

Atoms and positions in Å:
C 0.267 0.286 0.569
O 0.689 1.346 -0.281
H -0.655 -0.067 0.107
H 1.038 -0.482 0.643
H 0.110 0.722 1.555
H 0.456 1.060 -1.168
C -4.594 -1.951 2.415
O -5.104 -0.896 2.717
N -4.917 -3.094 2.948
N -3.392 -1.871 1.907
H -5.831 -3.115 3.377
H -4.508 -3.937 2.570
H -3.137 -1.013 1.440
H -2.854 -2.641 1.534
C -1.912 -2.688 -1.011
O -1.084 -3.179 -0.252
N -3.191 -3.041 -1.182
N -1.788 -1.616 -1.666
H -3.366 -3.906 -0.690
H -3.877 -2.762 -1.868
H -0.831 -1.447 -1.939
H -2.581 -1.204 -2.138
C 4.181 0.356 1.724
O 5.005 -0.174 0.909
N 3.107 -0.124 2.238
N 4.323 1.662 1.847
H 3.026 -1.112 2.043
H 2.601 0.324 2.989
H 5.025 2.270 1.450
H 3.655 2.147 2.428
C -1.320 4.300 -0.895
O -1.304 3.656 -1.981
N -0.867 3.932 0.276
N -1.891 5.455 -0.820
H -0.732 4.619 1.004
H -0.678 2.946 0.388
H -2.438 5.689 -1.637
H -1.702 6.111 -0.075
C -3.942 1.125 -2.697
O -4.453 0.123 -3.186
N -2.797 1.134 -2.101
N -4.526 2.319 -2.686
H -2.276 1.996 -2.025
H -2.156 0.354 -2.089
H -4.067 3.144 -2.329
H -5.217 2.446 -3.412
C 1.614 -1.283 -2.304
O 0.779 -0.383 -2.374
N 1.667 -2.141 -1.340
N 2.445 -1.543 -3.254
H 2.320 -2.902 -1.459
H 0.835 -2.223 -0.773
H 3.057 -2.321 -3.057
H 2.327 -1.023 -4.112
C 3.216 4.362 0.347
O 2.445 4.950 1.133
N 4.466 4.568 0.268
N 2.864 3.446 -0.421
H 4.969 4.189 -0.521
H 4.774 5.315 0.874
H 3.450 2.851 -0.989
H 1.985 3.000 -0.200
C 2.693 -3.931 2.320
C 1.537 -4.142 1.390
O 0.535 -4.851 2.040
H 2.259 -3.444 3.193
H 3.390 -3.242 1.842
H 3.131 -4.849 2.712
H 1.878 -4.616 0.469
H 0.954 -3.269 1.095
H 0.914 -5.723 2.172


(3)
Below is C2H4ClF in the gas phase at a distorted geometry, with properties calculated with wB97M-V/def2-TZVPD.

## Properties
2S+1 ... 1
SMILES string ... C[C@H](F)Cl
E_HOMO ... -10.81 eV
Gap between HOMO and LUMO ... 11.82 eV
Charge ... 0

Atoms and positions in Å:
C 0.335 0.648 -0.184
C -0.316 -0.670 0.233
F 0.285 -1.717 -0.262
Cl -2.016 -0.465 -0.147
H -0.272 1.479 -0.103
H 0.762 0.630 -1.212
H 1.340 0.660 0.355
H -0.119 -0.565 1.320


(4)
Below is a molecular structure, C19H49AsF6NO11Pt at a distorted geometry, with properties calculated with wB97M-V/def2-TZVPD.

## Properties
2S+1 ... 3
E_HOMO (alpha / beta) ... -10.19 / -10.49 eV
Gap between HOMO and LUMO (alpha / beta) ... 5.33 / 5.64 eV
Charge ... +1

Atoms and positions in Å:
Pt -1.775 -4.926 -1.243
As -0.825 -0.852 0.151
F -1.714 -1.618 1.410
F -0.308 0.359 1.202
F -0.092 -0.169 -1.296
F -1.496 -2.118 -1.064
F -2.263 0.137 -0.108
F 0.561 -1.896 0.307
C -5.231 -1.973 -0.940
C -5.217 -0.612 -0.327
O -4.643 0.349 -1.155
O -4.116 -2.855 -0.666
H -5.248 -1.894 -2.073
H -6.118 -2.447 -0.616
H -4.702 -0.544 0.638
H -6.219 -0.333 -0.192
H -5.105 0.485 -2.015
H -3.408 -2.277 -0.949
C -4.333 4.506 -1.808
C -4.441 3.827 -0.461
O -3.585 2.713 -0.178
O -3.436 5.688 -1.714
H -5.374 4.818 -2.037
H -3.906 3.846 -2.602
H -5.470 3.465 -0.378
H -4.279 4.579 0.293
H -3.936 1.885 -0.543
H -3.693 6.297 -2.424
C 0.214 -6.156 0.446
C -0.578 -5.121 1.306
O -1.932 -4.964 0.747
O 0.239 -5.901 -0.973
H -0.190 -7.158 0.601
H 1.239 -6.153 0.798
H -0.200 -4.080 1.221
H -0.775 -5.524 2.275
H -2.355 -4.227 1.212
H 0.697 -5.098 -1.258
C 0.243 -3.541 -3.705
C -1.177 -3.927 -3.930
O -1.592 -5.296 -3.333
O 0.759 -3.505 -2.327
H 0.335 -2.530 -4.185
H 0.899 -4.227 -4.209
H -1.425 -3.799 -4.934
H -1.885 -3.297 -3.359
H -0.918 -5.987 -3.398
H 0.454 -2.655 -1.985
C -0.753 4.568 0.637
C 0.583 4.500 1.413
O 1.149 3.363 0.923
O -1.166 3.205 0.763
H -0.436 4.781 -0.367
H -1.462 5.304 0.979
H 0.316 4.402 2.454
H 1.234 5.349 1.289
H 0.319 2.761 0.862
H -2.014 2.955 0.270
C 5.096 3.810 2.246
C 4.708 2.617 1.375
C 5.870 1.600 1.379
C 5.583 0.205 0.852
C 4.356 -0.397 1.498
C 3.130 0.585 1.527
N 3.483 1.993 2.025
O 2.987 2.469 3.055
C 2.547 0.718 0.001
C 2.027 0.017 2.470
C 4.300 3.081 -0.048
H 5.921 4.358 1.854
H 5.281 3.559 3.277
H 4.274 4.518 2.277
H 6.595 2.001 0.686
H 6.266 1.474 2.405
H 6.461 -0.447 0.722
H 5.233 0.342 -0.165
H 4.511 -0.629 2.544
H 3.967 -1.355 1.162
H 2.171 1.713 -0.128
H 3.319 0.554 -0.714
H 1.797 -0.115 -0.079
H 1.645 -0.992 2.187
H 2.509 -0.107 3.464
H 1.220 0.701 2.479
H 4.144 2.224 -0.684
H 5.158 3.656 -0.331
H 3.353 3.561 -0.032
H -7.365 -8.194 3.247


(5)
Below is 2 unconnected molecules or ions with the total composition C5H12NO at a distorted geometry, with properties calculated with wB97M-V/def2-TZVPD.

## Properties
2S+1 ... 1
E_HOMO ... -14.04 eV
Gap between HOMO and LUMO ... 6.51 eV
Charge ... +1

Atoms and positions in Å:
C 1.721 -0.104 1.718
C 1.313 -0.132 0.215
C -0.044 -0.723 0.041
C -0.390 -1.951 -0.443
C -1.067 1.673 0.450
N -1.086 0.233 0.034
H 0.966 0.269 2.434
H 2.154 -1.067 2.099
H 2.597 0.591 1.785
H 1.252 0.840 -0.263
H 1.988 -0.948 -0.208
H 0.313 -2.707 -0.650
H -1.388 -2.405 -0.455
H -1.178 1.660 1.527
H -1.829 2.276 -0.046
H -1.972 -0.173 -0.266
H -1.272 0.936 -3.437
H -0.869 1.205 -1.948
O -1.208 0.526 -2.585


(6)
Below is C2H4O2S in the gas phase at a distorted geometry, with properties calculated with wB97M-V/def2-TZVPD.

## Properties
2S+1 ... 1
SMILES string ... CC=S(=O)=O
E_HOMO (alpha / beta) ... -9.61 / -9.26 eV
Gap between HOMO and LUMO (alpha / beta) ... 7.57 / 7.91 eV
Charge ... 0

Atoms and positions in Å:
C -1.183 -0.569 0.068
C -0.282 0.465 -0.346
S 1.631 0.465 0.318
O 2.338 1.545 -0.317
O 2.163 -0.860 0.100
H -1.545 -1.118 -0.796
H -2.072 -0.144 0.640
H -0.519 -1.348 0.730
H -0.532 1.564 -0.397


(7)
Below is a molecular structure, C31H20Cl2NO5PPdS at a distorted geometry, with properties calculated with wB97M-V/def2-TZVPD.

## Properties
2S+1 ... 3
E_HOMO (alpha / beta) ... 0.20 / -2.02 eV
Gap between HOMO and LUMO (alpha / beta) ... 4.07 / 6.28 eV
Charge ... -2

Atoms and positions in Å:
Pd -1.298 -0.867 1.383
C 2.341 4.274 1.549
C 1.352 3.697 2.337
C 0.617 2.629 1.848
C 0.857 2.118 0.568
C 1.840 2.707 -0.217
C 2.574 3.784 0.275
P -0.242 0.742 0.063
C 0.306 0.211 -1.615
C 1.639 -0.036 -1.931
C 2.001 -0.465 -3.203
C 1.036 -0.653 -4.178
C -0.294 -0.404 -3.875
C -0.655 0.027 -2.608
C -1.733 1.732 -0.441
C -1.778 2.988 -0.964
C -3.018 3.543 -1.376
C -4.169 2.818 -1.291
C -4.159 1.506 -0.757
C -5.318 0.695 -0.659
C -5.241 -0.539 -0.081
C -4.024 -1.024 0.462
C -2.894 -0.273 0.373
C -2.929 0.993 -0.279
H 2.936 5.093 1.935
H 1.155 4.079 3.331
H -0.157 2.172 2.458
H 2.020 2.355 -1.222
H 3.334 4.239 -0.349
H 2.402 0.070 -1.178
H 3.041 -0.670 -3.417
H 1.315 -1.005 -5.163
H -1.062 -0.565 -4.623
H -1.701 0.182 -2.382
H -0.869 3.563 -1.097
H -3.045 4.553 -1.764
H -5.114 3.245 -1.615
H -6.262 1.069 -1.042
H -6.127 -1.158 -0.017
H -3.992 -1.975 0.976
Cl -0.421 -4.891 -1.239
C 0.909 -4.122 -0.411
C 2.110 -4.847 -0.265
C 3.177 -4.292 0.368
Cl 4.680 -5.181 0.494
C 3.075 -2.972 0.872
C 4.120 -2.335 1.565
C 3.962 -1.054 1.988
C 2.766 -0.375 1.674
N 1.784 -0.925 1.029
C 1.874 -2.231 0.667
C 0.721 -2.824 0.042
O -0.391 -2.193 -0.171
H 2.183 -5.846 -0.671
H 5.036 -2.877 1.747
H 4.744 -0.547 2.538
H 2.632 0.670 1.958
O -0.110 -1.651 3.103
S -1.530 -1.761 3.600
O -1.669 -2.291 4.924
O -2.245 -2.547 2.530
O -2.090 -0.360 3.444


(8)
Below is 9 unconnected molecules or ions with the total composition C27H49Br17NOS at a distorted geometry, with properties calculated with wB97M-V/def2-TZVPD.

## Properties
2S+1 ... 1
E_HOMO ... -11.16 eV
Gap between HOMO and LUMO ... 5.68 eV
Charge ... +1

Atoms and positions in Å:
C 0.703 8.098 -0.348
C 1.342 6.754 -1.112
C 0.789 6.603 -2.665
C 1.034 5.459 -0.156
C 0.129 4.280 -0.847
C 2.414 4.776 0.492
O 3.193 5.928 1.055
S 4.840 5.643 0.703
Br 5.385 6.441 -1.356
C 5.847 6.569 2.043
C 7.276 7.097 1.562
C 8.252 7.858 2.623
C 7.541 7.936 4.088
C 6.061 7.348 4.278
N 5.131 6.655 3.342
H -0.399 8.252 -0.712
H 0.825 8.005 0.817
H 1.385 9.003 -0.683
H 2.504 7.007 -1.219
H 1.533 5.880 -3.239
H -0.335 6.289 -2.745
H 0.960 7.674 -3.163
H 0.421 5.863 0.776
H 0.239 3.323 -0.142
H -1.002 4.619 -0.797
H 0.481 3.936 -1.908
H 2.066 4.020 1.325
H 3.028 4.160 -0.298
H 7.644 6.921 0.460
H 9.317 8.275 2.375
H 8.114 8.423 4.994
H 5.605 7.485 5.376
Br -1.332 0.323 -0.352
C -2.964 0.867 -1.272
C -2.753 0.935 -2.766
Br -1.771 2.545 -3.267
H -3.276 1.818 -0.833
H -3.700 0.097 -1.022
H -3.711 1.014 -3.287
H -2.195 0.084 -3.166
Br -4.471 -1.191 -5.750
C -4.838 -2.669 -4.531
C -4.129 -2.479 -3.211
Br -2.230 -2.897 -3.364
H -4.554 -3.588 -5.049
H -5.923 -2.657 -4.390
H -4.514 -3.177 -2.462
H -4.201 -1.459 -2.822
Br -3.640 -2.377 0.395
C -4.969 -3.802 0.298
C -5.381 -4.260 1.678
Br -4.016 -5.400 2.480
H -4.539 -4.599 -0.314
H -5.819 -3.361 -0.231
H -6.277 -4.884 1.625
H -5.558 -3.436 2.375
Br 1.346 -0.936 4.172
C 1.320 -1.690 2.373
C 2.580 -1.341 1.616
Br 2.539 0.507 0.990
H 0.409 -1.330 1.889
H 1.246 -2.771 2.520
H 2.665 -1.946 0.709
H 3.491 -1.456 2.210
Br 5.567 -2.917 2.564
C 5.036 -4.056 4.056
C 4.217 -3.287 5.066
Br 5.348 -2.140 6.166
H 5.951 -4.483 4.474
H 4.440 -4.855 3.605
H 3.734 -3.970 5.771
H 3.457 -2.645 4.612
Br 0.176 -5.381 0.808
C 1.388 -5.761 -0.672
C 2.316 -4.597 -0.931
Br 1.396 -3.157 -1.873
H 0.768 -6.023 -1.533
H 1.954 -6.642 -0.356
H 3.132 -4.895 -1.595
H 2.735 -4.164 -0.019
Br -8.046 -2.581 -1.689
C -8.990 -2.124 -0.044
C -8.601 -0.749 0.446
Br -6.847 -0.774 1.299
H -8.780 -2.918 0.676
H -10.051 -2.152 -0.309
H -9.290 -0.408 1.224
H -8.559 0.000 -0.349
Br 0.929 -9.435 -1.301
C -0.703 -8.892 -2.221
C -0.492 -8.823 -3.715
Br 0.490 -7.213 -4.216
H -1.015 -7.941 -1.782
H -1.439 -9.661 -1.971
H -1.450 -8.745 -4.237
H 0.066 -9.674 -4.115


Please write out number 5 again, unchanged.
Below is 2 unconnected molecules or ions with the total composition C5H12NO at a distorted geometry, with properties calculated with wB97M-V/def2-TZVPD.

## Properties
2S+1 ... 1
E_HOMO ... -14.04 eV
Gap between HOMO and LUMO ... 6.51 eV
Charge ... +1

Atoms and positions in Å:
C 1.721 -0.104 1.718
C 1.313 -0.132 0.215
C -0.044 -0.723 0.041
C -0.390 -1.951 -0.443
C -1.067 1.673 0.450
N -1.086 0.233 0.034
H 0.966 0.269 2.434
H 2.154 -1.067 2.099
H 2.597 0.591 1.785
H 1.252 0.840 -0.263
H 1.988 -0.948 -0.208
H 0.313 -2.707 -0.650
H -1.388 -2.405 -0.455
H -1.178 1.660 1.527
H -1.829 2.276 -0.046
H -1.972 -0.173 -0.266
H -1.272 0.936 -3.437
H -0.869 1.205 -1.948
O -1.208 0.526 -2.585